No. 1
# C4H3F6NO8S2V

A molecular structure, C4H3F6NO8S2V at a distorted geometry (the ωB97M-V functional and the def2-TZVPD basis, the Open Molecules 2025 dataset).

The geometry in ORCA input format:
```
! wB97M-V def2-TZVPD RIJCOSX def2/J DEFGRID3
* xyz -2 2
O -1.537 -0.089 -1.915
V -1.179 0.655 -0.463
O -1.159 2.208 -0.736
C -3.993 -0.135 2.469
C -2.959 0.055 1.409
O -1.765 0.178 1.642
O -3.335 0.115 0.212
H -4.460 0.819 2.717
H -3.364 -0.295 3.345
H -4.783 -0.862 2.281
C 2.983 1.806 -1.585
F 4.392 1.857 -1.577
F 2.458 3.051 -1.778
F 2.587 0.974 -2.533
S 2.197 1.298 0.157
O 3.266 0.872 1.067
O 1.530 2.504 0.540
N 0.872 0.126 -0.323
S 1.681 -1.215 -0.157
O 2.923 -1.322 -0.900
O 1.713 -1.804 1.161
C 0.631 -2.441 -1.103
F 1.115 -3.722 -0.842
F -0.588 -2.381 -0.657
F 0.774 -2.251 -2.432
*
```

Its expectation value of S² is 0.76. The value obtained for the gap between HOMO and LUMO (spin up / spin down) is 4.54 / 6.65 eV. For the HOMO energy (spin up / spin down), the calculation gives 0.795 / -1.311 eV.

No. 2
# C4H3FIO2

2 unconnected molecules or ions with the total composition C4H3FIO2 at a distorted geometry (the ωB97M-V functional and the def2-TZVPD basis, the Open Molecules 2025 dataset).

The geometry in ORCA input format:
```
! wB97M-V def2-TZVPD RIJCOSX def2/J DEFGRID3
* xyz -1 1
C 1.753 -0.830 0.037
C 0.470 -0.770 0.482
C -1.206 2.014 0.174
C -0.559 -0.346 -0.424
O -2.371 1.857 0.315
O -0.209 2.641 0.184
F -0.171 -0.415 -1.767
I -2.489 -1.523 -0.141
H 2.673 -0.819 0.648
H 1.949 -0.860 -1.048
H 0.159 -0.949 1.541
*
```

The calculation puts the energy relative to the best compared isomer or geometry (same formula, charge and spin) at 40.2 kJ/mol. The value obtained for the gap between HOMO and LUMO is 6.16 eV. For the HOMO energy, the calculation gives -3.007 eV.

No. 3
# C4H3FN2O

A molecular structure, C4H3FN2O at a distorted geometry (the ωB97M-V functional and the def2-TZVPD basis, the Open Molecules 2025 dataset).

The geometry in ORCA input format:
```
! wB97M-V def2-TZVPD RIJCOSX def2/J DEFGRID3
* xyz 0 1
C 0.515 -0.636 -0.635
C -0.087 -0.123 0.841
C 0.343 0.787 -0.980
C -1.415 -0.633 0.721
H 1.627 -0.934 -0.391
H 0.393 -0.040 1.785
H 0.520 2.431 0.863
N 0.186 1.247 0.288
N -2.287 -1.505 0.761
O 0.423 1.256 -2.136
F -0.218 -1.849 -1.117
*
```

The calculation puts the energy relative to the best compared isomer or geometry (same formula, charge and spin) at 526.5 kJ/mol. The value obtained for the gap between HOMO and LUMO is 9.87 eV. For the HOMO energy, the calculation gives -10.607 eV.

No. 4
# C4H3FN2O

A single C4H3FN2O molecule at a distorted geometry (the ωB97M-V functional and the def2-TZVPD basis, the Open Molecules 2025 dataset).

The geometry in ORCA input format:
```
! wB97M-V def2-TZVPD RIJCOSX def2/J DEFGRID3
* xyz 0 1
N -1.596 -1.595 -1.744
C -1.074 -0.855 -1.012
C -0.846 0.031 0.145
N -0.206 1.325 -0.060
C 1.182 0.761 0.100
O 2.309 1.209 -0.032
C 0.483 -0.518 0.682
F 0.945 -1.734 0.161
H -1.680 -0.029 0.828
H -0.185 2.016 -0.863
H 0.669 -0.611 1.795
*
```

The calculation puts the energy relative to the best compared isomer or geometry (same formula, charge and spin) at 247.5 kJ/mol. The value obtained for the gap between HOMO and LUMO is 11.03 eV. As for the SMILES: N#C[C@@H]1NC(=O)[C@@H]1F. For the HOMO energy, the calculation gives -10.874 eV.

No. 5
# C4H3FN2S

A single C4H3FN2S molecule at a distorted geometry (the ωB97M-V functional and the def2-TZVPD basis, the Open Molecules 2025 dataset).

The geometry in ORCA input format:
```
! wB97M-V def2-TZVPD RIJCOSX def2/J DEFGRID3
* xyz 0 1
F 1.693 1.816 -0.109
C 1.436 0.577 0.000
N 2.306 -0.342 -0.077
N 1.788 -1.566 0.104
C 0.425 -1.451 -0.010
C -0.022 0.021 0.107
C -1.247 0.651 0.222
S -2.728 0.004 -0.088
H -0.135 -2.281 -0.271
H -1.247 1.684 0.626
H -2.421 -1.244 -0.083
*
```

The calculation puts the energy relative to the best compared isomer or geometry (same formula, charge and spin) at 321.0 kJ/mol. The value obtained for the gap between HOMO and LUMO is 8.03 eV. As for the SMILES: FC1=NN=C/C1=C\S. For the HOMO energy, the calculation gives -9.229 eV.

No. 6
# C4H3FN2S

A single C4H3FN2S molecule at a distorted geometry (the ωB97M-V functional and the def2-TZVPD basis, the Open Molecules 2025 dataset).

The geometry in ORCA input format:
```
! wB97M-V def2-TZVPD RIJCOSX def2/J DEFGRID3
* xyz 0 1
N -1.910 -1.903 -0.909
C -1.067 -1.367 -0.311
C -0.086 -0.675 0.662
S 1.634 -1.154 0.198
N 1.742 0.160 -0.941
C 0.905 1.074 -0.765
C -0.197 0.719 0.350
F -1.604 1.117 0.167
H -0.423 -1.080 1.701
H 0.739 2.045 -1.398
H 0.265 1.064 1.246
*
```

The calculation puts the energy relative to the best compared isomer or geometry (same formula, charge and spin) at 258.1 kJ/mol. The value obtained for the gap between HOMO and LUMO is 10.25 eV. As for the SMILES: N#C[C@H]1SN=C[C@H]1F. For the HOMO energy, the calculation gives -9.925 eV.

No. 7
# C4H3FN2S

A single C4H3FN2S molecule at a distorted geometry (the ωB97M-V functional and the def2-TZVPD basis, the Open Molecules 2025 dataset).

The geometry in ORCA input format:
```
! wB97M-V def2-TZVPD RIJCOSX def2/J DEFGRID3
* xyz 0 1
F 1.851 -1.028 0.822
C 1.445 -0.022 0.158
N 2.117 0.864 -0.367
N 1.285 1.751 -1.058
C 0.061 1.494 -0.959
C -0.053 0.148 -0.299
C -1.055 -0.640 0.147
S -0.714 -2.035 1.348
H -0.687 2.080 -1.753
H -2.169 -0.424 -0.098
H -2.080 -2.187 2.057
*
```

The calculation puts the energy relative to the best compared isomer or geometry (same formula, charge and spin) at 374.4 kJ/mol. The value obtained for the gap between HOMO and LUMO is 8.90 eV. As for the SMILES: FC1=NN=C/C1=C/S. For the HOMO energy, the calculation gives -9.633 eV.

No. 8
# C4H3FNO2

A gas-phase ion, C4H3FNO2 (charge -1) at a distorted geometry (the ωB97M-V functional and the def2-TZVPD basis, the Open Molecules 2025 dataset).

The geometry in ORCA input format:
```
! wB97M-V def2-TZVPD RIJCOSX def2/J DEFGRID3
* xyz -1 1
O -1.011 2.498 0.978
C -0.357 1.798 0.229
C 0.507 1.069 -0.418
C 0.990 -0.423 0.120
O 2.050 -0.874 -0.489
C -0.312 -1.200 -0.099
N -1.295 -0.907 0.596
F -2.491 -1.460 -0.094
H 1.318 1.454 -1.001
H 1.121 -0.265 1.204
H -0.520 -1.692 -1.027
*
```

The calculation puts the energy relative to the best compared isomer or geometry (same formula, charge and spin) at 536.3 kJ/mol. The value obtained for the gap between HOMO and LUMO is 7.78 eV. As for the SMILES: O=C=C[C@H]([O-])/C=N/F. For the HOMO energy, the calculation gives -3.793 eV.

no.,calculated total energy (Ha)
1,-3150.5160
2,-702.2677
3,-438.6671
4,-438.7734
5,-761.6708
6,-761.6948
7,-761.6504
8,-459.2178